Record 1
122
Properties=species:S:1:pos:R:3 method="wB97M-V/def2-TZVPD" s_squared=0.775 relative_energy_ev=0.256 largest_force_ev_per_a=1.0 spin_multiplicity=2 total_energy_ha=-6202.089688 total_charge=+1
Ru -0.02535 -0.02556 -0.07474
O 1.35736 1.32803 0.71544
P 2.12503 1.48278 2.00774
C 0.95467 1.81473 3.32723
P -0.21374 0.45711 3.45737
O -0.56418 -0.05053 2.08573
C -1.64506 1.09715 4.32217
C -2.83248 1.23278 3.61271
C -3.96208 1.72856 4.25122
C -3.90277 2.10185 5.58213
C -2.71238 1.97686 6.29324
C -1.58860 1.46772 5.66906
C 0.52058 -0.78806 4.50806
C 0.23058 -2.12372 4.23806
C 0.69507 -3.11965 5.08324
C 1.45502 -2.78821 6.19565
C 1.76079 -1.45997 6.46147
C 1.29602 -0.46230 5.62039
C 3.23758 2.87840 1.93008
C 4.60178 2.72053 1.69193
C 5.41208 3.83555 1.54250
C 4.86775 5.10851 1.62130
C 3.50655 5.27573 1.83744
C 2.69456 4.16541 1.98756
C 3.03785 0.04990 2.55621
C 2.81192 -1.19300 1.97138
C 3.47189 -2.31708 2.45095
C 4.35563 -2.20247 3.51197
C 4.58538 -0.96328 4.10297
C 3.92863 0.15902 3.63048
H 0.34228 2.66978 3.02897
H 1.45612 2.04594 4.26801
H -2.87258 0.93058 2.57341
H -4.89056 1.81720 3.70261
H -4.78603 2.48346 6.07706
H -2.66857 2.26459 7.33465
H -0.67726 1.34995 6.23935
H -0.35132 -2.37395 3.36346
H 0.46250 -4.15492 4.87432
H 1.81772 -3.56571 6.85404
H 2.36298 -1.20174 7.32149
H 1.54760 0.56802 5.84033
H 5.03352 1.73154 1.61264
H 6.46951 3.70861 1.35598
H 5.50482 5.97514 1.50765
H 3.08035 6.26844 1.88259
H 1.63202 4.30748 2.14222
H 2.12776 -1.28385 1.13350
H 3.29199 -3.28090 1.99345
H 4.86904 -3.07927 3.88308
H 5.27442 -0.87619 4.93168
H 4.11126 1.11922 4.09814
Te -2.69282 0.26073 -3.65853
C -4.77772 0.11380 -3.59804
C -5.44181 -0.66854 -4.53131
C -6.82977 -0.69524 -4.49987
N -7.56949 -0.02620 -3.61818
C -6.91602 0.71928 -2.72961
C -5.53488 0.83176 -2.68113
C -2.47683 0.42841 -1.55503
P -2.06934 -1.06558 -0.60580
C -2.71559 -2.51197 -1.47709
C -4.05450 -2.53180 -1.86552
C -4.56772 -3.63830 -2.51936
C -3.75251 -4.73554 -2.77649
C -2.43179 -4.73517 -2.35864
C -1.91545 -3.62620 -1.69960
C -3.13053 -1.07859 0.87237
C -4.35500 -0.41635 0.87613
C -5.21497 -0.53143 1.96066
C -4.84855 -1.30183 3.05388
C -3.63030 -1.97105 3.05272
C -2.78089 -1.86530 1.96316
P -1.25357 1.60049 -0.93071
C -0.77502 2.67455 -2.28284
C 0.42554 2.47388 -2.95649
C 0.72868 3.25693 -4.06465
C -0.15989 4.23200 -4.48856
C -1.35385 4.43955 -3.80670
C -1.66145 3.66941 -2.70060
C -1.99835 2.71849 0.27806
C -3.37379 2.90238 0.36912
C -3.89400 3.85873 1.23279
C -3.04194 4.63051 2.00763
C -1.66700 4.45175 1.91609
C -1.14557 3.50209 1.05172
H -4.90572 -1.26364 -5.25921
H -7.37428 -1.29916 -5.21653
H -7.53010 1.26691 -2.02291
H -5.06580 1.46944 -1.94333
H -4.70193 -1.68763 -1.66181
H -5.60452 -3.64342 -2.82837
H -4.15385 -5.59528 -3.29575
H -1.79544 -5.58786 -2.55110
H -0.88933 -3.63666 -1.35874
H -4.64453 0.18161 0.01945
H -6.17428 -0.03046 1.94474
H -5.51205 -1.38718 3.90398
H -3.34703 -2.57684 3.90436
H -1.84684 -2.41201 1.94694
H 1.11026 1.70768 -2.62429
H 1.65906 3.10107 -4.59368
H 0.07699 4.84000 -5.35165
H -2.04425 5.20227 -4.14044
H -2.59144 3.83772 -2.17038
H -4.03620 2.31079 -0.24880
H -4.96453 4.00541 1.29311
H -3.44735 5.37795 2.67615
H -1.00490 5.07106 2.51007
H -0.07498 3.37345 0.95062
C 4.28096 -2.85613 -1.26740
S 4.41994 -2.06630 -2.88589
C 2.73478 -2.05604 -3.39180
C 1.71389 -1.38713 -2.83415
S 1.80951 -0.26118 -1.48561
S 0.20678 -1.52252 -3.65762
C 0.69074 -2.56584 -4.94708
S -0.34191 -3.09071 -6.10818
S 2.36091 -2.97075 -4.83960
H 5.23849 -2.69808 -0.77327
H 4.09584 -3.92394 -1.36281
H 3.49762 -2.37857 -0.68066

Record 2
96
Properties=species:S:1:pos:R:3 method="wB97M-V/def2-TZVPD" relative_energy_ev=1.148 largest_force_ev_per_a=16.4 spin_multiplicity=1 total_energy_ha=-2509.238555 total_charge=-2
N 0.60924 0.45992 -0.00663
H 0.64424 0.02892 -1.12863
H -0.20776 0.16092 0.39537
H 0.49724 1.56292 0.21237
H 1.33624 -0.03808 0.55737
P 0.91924 1.22392 3.01737
O 1.80324 0.21592 2.58337
O 1.12824 2.49792 2.01937
O 1.07224 1.53792 4.33837
O -0.38776 0.70092 2.64737
O 5.70124 -3.64908 1.17137
C 5.24424 -2.66608 0.54937
O 5.97924 -2.16408 -0.50763
C 7.29824 -2.58408 -0.77863
C 7.03024 -3.71408 -1.86763
C 3.87324 -1.98008 0.78237
H 7.74024 -3.02308 0.17537
H 8.01924 -1.78108 -1.00563
H 6.50724 -3.39008 -2.72063
H 6.34924 -4.39208 -1.33863
H 7.85524 -4.08608 -2.06663
H 3.39124 -2.62508 1.49737
H 3.34024 -2.02408 0.02737
H 3.87724 -0.96208 1.22737
O -1.63476 1.65692 -1.50463
C -2.52576 2.32292 -0.91263
O -3.58876 2.82592 -1.43563
C -3.99576 2.61892 -2.86263
C -5.32176 3.13992 -3.21663
C -2.49976 2.47092 0.67337
H -3.69276 1.63592 -2.93463
H -3.14976 3.15092 -3.67363
H -5.35876 4.08292 -3.22463
H -5.93876 2.66692 -2.60963
H -5.64176 3.01292 -4.27563
H -2.54276 3.47792 0.79037
H -1.56376 2.25392 1.05337
H -3.23976 1.88892 1.06337
O 2.85124 0.50192 -2.00063
C 4.09124 0.56892 -1.87763
O 4.71424 1.25992 -0.87463
C 4.09324 1.83792 0.11337
C 5.10124 2.54092 0.97537
C 4.99124 -0.03108 -2.88063
H 3.48524 1.19792 0.94437
H 3.64224 2.40492 -0.34363
H 4.49124 3.18192 1.61937
H 5.82524 2.85392 0.30237
H 5.45324 1.80292 1.85237
H 4.56524 -0.91708 -3.56263
H 6.05824 -0.08708 -2.48363
H 5.24824 0.75592 -3.56263
O -5.01776 -1.06508 0.96237
C -4.84176 -0.51008 2.12137
O -5.83476 -0.21508 3.00137
C -7.20476 -0.32508 2.56537
C -8.02976 0.33192 3.65837
C -3.48176 -0.39308 2.66937
H -7.49276 -1.38208 2.52137
H -7.50876 0.12092 1.67737
H -7.73876 0.09892 4.69737
H -8.94976 0.25492 3.47737
H -8.16076 1.37792 3.54137
H -3.50376 0.40092 3.39237
H -2.77276 -0.24108 1.81737
H -3.06876 -1.33608 3.13237
C -1.57376 -4.30308 -2.41063
C -1.54776 -2.83108 -1.99263
O -0.43776 -2.16508 -2.34863
C -2.65976 -2.26908 -1.21063
H -2.52276 -4.55208 -2.67563
H -1.27776 -4.87508 -1.53163
H -0.84876 -4.51908 -3.30263
H -3.50776 -2.91908 -1.41463
H -2.64676 -1.20908 -1.65563
H -2.51276 -2.39108 -0.14763
C 0.97424 3.67992 -1.89063
C 0.37624 5.04192 -2.47363
O 1.17624 5.75592 -3.18263
C -1.04576 5.27492 -2.06463
H 0.67924 3.66092 -0.85763
H 1.98624 3.71892 -1.94263
H 0.64124 3.05292 -2.59963
H -1.08576 5.27992 -0.92363
H -1.63776 4.45392 -2.60263
H -1.27676 6.32392 -2.41863
C 0.32224 -2.60408 1.76637
C -0.15976 -3.93508 2.15337
O -0.41576 -4.86308 1.20837
C -0.43376 -4.26108 3.63037
H 0.23124 -2.55808 0.65737
H 1.24124 -2.52008 2.19337
H -0.43676 -1.91108 2.12537
H -1.00276 -3.53508 4.19037
H 0.55124 -4.33608 3.98337
H -1.07976 -5.19108 3.57037